# 1
91
Properties=species:S:1:pos:R:3:mulliken_charge:R:1 method="wB97M-V/def2-TZVPD" lumo_energy_ev="0.2 / -0.2" gap_ev="6.5 / 6.8" e_above_lowest_kj_mol=49.9 spin_multiplicity=3 total_charge=0
Pd -1.3307 0.7041 0.0472 0.49
O -3.4050 1.4617 -0.0758 -0.70
O -4.5064 3.2776 0.6478 -0.75
N -2.5803 -1.6027 2.2220 0.59
N 0.1682 3.4683 1.0051 0.36
N -0.6071 -1.1025 1.1368 2.03
N -0.5864 -2.1452 3.2649 0.32
N 2.1373 2.6428 1.8960 0.38
N -1.9790 1.4956 2.3339 -0.36
N 0.7643 1.2689 0.5281 2.47
C 2.9713 3.8110 1.6521 -1.23
C 3.9437 0.2280 -1.0644 -1.29
C -1.2303 1.8521 -5.1565 -0.80
C -0.1912 2.7683 -5.0471 -0.62
C 0.0584 4.4803 2.0469 -1.23
C 0.6901 -1.7205 -3.9707 -0.14
C -3.3626 1.9885 2.2589 -0.25
C 1.6128 -3.8444 0.0248 -1.45
C -0.2805 -2.2119 -3.0934 0.34
C -0.7107 3.6522 -0.1507 -1.33
C 0.3515 1.8482 -2.8871 0.79
C -0.9207 -1.3839 -2.0386 0.45
C -1.4688 0.9363 -4.1431 -0.42
C -0.6789 0.9126 -2.9877 0.08
C -0.5806 -3.5746 -3.1529 -0.33
C -1.2291 -1.6230 2.1575 -1.36
C 2.7450 -1.7699 -0.4429 1.51
C 2.6953 -3.1873 -0.4661 -0.91
C 1.6784 -1.0087 0.1188 -0.70
C 1.8013 0.4252 0.0732 -1.26
C 2.8950 0.9957 -0.5282 0.18
C 1.0348 2.4134 1.0965 -1.34
C 0.7756 -1.7437 3.5520 -0.60
C 0.5428 -3.1085 0.5645 0.33
C -3.4103 -1.6428 1.0218 -1.40
C 1.0004 -3.9125 -4.9316 -0.46
C 0.0439 -4.4172 -4.0610 -0.70
C -0.9279 -3.4837 3.7184 -1.19
C -0.9898 -0.0572 -1.9272 0.13
C 1.3194 -2.5606 -4.8781 -0.92
C -3.3183 -1.6094 3.4734 -1.19
C 2.8376 1.5543 2.5478 -0.69
C 0.5539 -1.7379 0.6453 -0.80
C 0.6001 2.7568 -3.9069 -1.10
C -3.7968 2.2920 0.8180 0.33
C 3.8730 -1.1273 -1.0149 -1.16
H -4.0287 1.2050 2.6277 0.03
H 2.1745 0.7035 2.6672 0.16
H -1.3218 -1.9868 -1.2269 -0.54
H -0.1914 4.1078 -0.9947 0.14
H -0.1622 -4.1953 3.3909 0.36
H 0.5637 4.1451 2.9482 0.37
H -1.3310 2.2689 2.4350 0.09
H 3.5198 -3.7261 -0.9158 0.41
H 1.5156 -2.3942 3.0752 0.24
H 2.9292 2.0757 -0.6177 0.70
H -1.5588 4.2711 0.1362 0.53
H -1.8588 1.8495 -6.0386 0.40
H -3.8471 -2.5549 3.6228 0.38
H 3.1627 1.8904 3.5349 0.42
H -1.1109 2.6938 -0.4835 0.54
H -4.0634 -0.8121 3.4502 0.44
H -0.9975 4.6474 2.2689 0.45
H -4.2514 -0.9608 1.1405 0.36
H 0.9797 1.8411 -2.0070 0.92
H -2.6477 -1.4468 4.3127 0.34
H -0.9999 -3.5253 4.8076 0.29
H 0.9683 -0.6756 -3.9308 0.51
H 0.9279 -1.7691 4.6328 0.48
H -1.8343 0.8876 3.1307 0.24
H -3.7924 -2.6565 0.8643 0.21
H 2.4785 4.4970 0.9700 0.39
H 1.5496 -4.9238 -0.0282 0.37
H -0.2137 -5.4690 -4.0880 0.39
H 4.7873 0.7224 -1.5287 0.43
H 3.7125 1.2275 1.9791 0.28
H -2.8585 -1.3285 0.1408 0.46
H 4.6571 -1.7431 -1.4372 0.43
H 0.9250 -0.7269 3.1993 -0.35
H 1.4960 -4.5648 -5.6395 0.40
H -1.3204 -3.9753 -2.4672 0.39
H 1.4199 3.4600 -3.8108 0.44
H -0.0037 3.4832 -5.8380 0.39
H -2.2780 0.2218 -4.2290 0.41
H -3.5332 2.8809 2.8618 0.41
H -1.8818 -3.7921 3.2978 0.42
H 2.0708 -2.1562 -5.5455 0.42
H 3.9188 3.4990 1.2003 0.40
H 0.4865 5.4384 1.7411 0.38
H 3.1929 4.3396 2.5822 0.32
H -0.3525 -3.6319 0.8821 0.69

***

# 2
106
Properties=species:S:1:pos:R:3:mulliken_charge:R:1 method="wB97M-V/def2-TZVPD" lumo_energy_ev=-7.5 gap_ev=2.0 total_charge=+2
Br 1.3394 -4.1431 3.1282 -0.07
Br 1.6519 -1.6795 1.4774 0.53
Ca 4.9431 -3.8805 -1.2485 0.47
Cl 5.3056 -9.7162 2.2749 -0.12
Cl 4.9595 -8.3884 -0.3008 -0.15
Na 1.9504 -4.7629 -5.4104 0.76
F 2.9855 -5.5351 1.5099 -0.21
F 3.9362 -2.6717 0.2005 -0.27
F 4.0519 -3.8937 2.6401 -0.19
O 3.5406 1.2879 5.9869 -0.40
O -7.3484 2.9985 -4.8757 -0.52
O -3.1512 7.9110 -5.7157 -0.51
O 2.3033 -0.5561 3.3286 -0.72
O -3.4415 2.5552 -1.3101 -0.62
O -4.5972 6.2186 -5.4903 -0.75
O -6.0044 5.0190 -0.1857 -0.45
O -0.3004 -1.5413 -1.9459 0.43
O -2.6095 6.2527 -4.3890 -0.79
N 0.4799 -4.3513 -3.7860 -0.68
N -2.0427 2.7364 3.1418 -0.33
N -3.5115 -2.8831 -2.1178 -0.58
N -1.5850 -4.1652 -2.6339 -0.05
N 0.1924 -2.8196 -1.8092 0.32
C 2.9235 -4.2217 1.9403 0.72
C -2.4736 3.8571 3.7306 -0.21
C 1.6506 -2.9289 -1.6551 -0.58
C -4.1626 -2.6079 0.2205 -0.31
C -2.5214 -3.6365 -1.6122 0.48
C 7.2419 0.8021 0.9109 -0.52
C -6.4564 2.9040 -4.0633 0.08
C -0.6244 0.5485 -3.0811 -0.85
C 6.5937 -0.2390 1.5638 -0.05
C -0.5015 1.2052 -0.5049 -0.60
C 2.6863 -3.1890 0.7375 -0.04
C -1.2296 1.9496 3.8543 -0.22
C -0.8232 2.2395 5.1509 -0.47
C 0.0815 -0.8757 -3.1498 -0.01
C 1.9193 -3.9338 -0.4530 -0.22
C -6.3923 1.7454 -3.1313 -0.30
C -1.2835 3.4073 5.7392 -0.38
C -4.4061 3.8072 -3.0554 -0.32
C -5.4093 1.6412 -2.2347 -0.58
C -5.6036 6.3557 0.1028 -0.57
C 7.4134 0.5700 3.6766 -0.46
C 3.1046 1.1714 4.8122 -0.03
C 8.0694 1.6063 3.0230 -0.47
C 5.2667 -8.1696 1.4321 0.05
C -3.1164 -3.4575 0.7870 -0.67
C -2.2185 -4.0144 -0.2537 -0.18
C -4.3575 -2.3524 -1.1932 -0.51
C -4.3433 2.6655 -2.1327 0.11
C 7.9827 1.7235 1.6409 -0.35
C -3.5009 6.7001 -5.1677 0.73
C -0.3235 -3.7502 -2.7214 -0.26
C 0.0191 1.4682 -1.9732 -0.73
C -5.3856 3.9220 -3.9549 -0.36
C -2.1255 4.2364 5.0176 -0.44
C 2.7348 -0.4539 4.5280 -0.19
C 6.6771 -0.3546 2.9464 -0.37
Li -3.0667 0.2625 -3.8526 0.96
H -3.6154 4.5477 -2.9677 0.60
H 2.0478 -0.7394 5.3410 0.34
H -0.8962 1.0505 3.3436 0.44
H 6.1680 -1.1660 3.4556 0.41
H -1.0325 0.2314 -0.3606 0.04
H -0.6092 1.0687 -4.0783 0.81
H -3.1329 4.4721 3.1277 0.39
H -0.2844 -1.3530 -4.0987 0.23
H -6.4239 7.0260 -0.1453 0.26
H 1.1381 1.3514 -2.0170 0.39
H 2.1777 1.7162 4.5592 0.20
H -7.1770 1.0028 -3.2230 0.47
H -4.8709 -2.1151 0.9323 0.38
H 6.2260 -7.6743 1.5592 0.28
H -5.3679 6.4518 1.1660 0.25
H 8.4925 2.5329 1.1325 0.38
H -5.2639 4.4457 0.0417 0.24
H 3.7822 1.4692 3.9927 0.27
H 3.6455 -1.0128 4.7939 0.28
H -1.1954 2.0047 -0.1256 0.32
H -1.7204 0.4412 -2.7996 -0.39
H -2.5039 5.1564 5.4426 0.38
H 7.1712 0.8958 -0.1668 0.36
H 6.0200 -0.9629 0.9952 0.24
H -5.3408 0.8057 -1.5441 0.64
H 7.4771 0.4824 4.7546 0.40
H -1.3695 -4.6815 0.0267 0.34
H -0.1947 2.5513 -2.1972 0.41
H -5.4341 4.7664 -4.6418 0.88
H 2.4973 -4.8321 -0.8082 0.38
H -0.9879 3.6680 6.7484 0.40
H -1.9555 -4.8609 -3.2829 0.27
H 0.3952 1.1876 0.1788 0.13
H -0.1635 1.5696 5.6887 0.45
H 4.4751 -7.5579 1.8552 -0.02
H -5.1936 -1.7100 -1.5425 0.59
H 1.0899 -5.0496 -3.2790 0.31
H -2.2966 7.9439 -5.2530 0.31
H 2.0235 -1.9020 -1.3811 0.68
H 0.9194 -4.2691 -0.0601 -0.35
H -4.7289 6.6194 -0.4961 0.27
H 2.2148 -3.2229 -2.5942 -0.21
H 8.6485 2.3241 3.5915 0.39
H -0.1257 -4.9619 -4.3706 0.44
H 1.1743 -0.6589 -3.2578 0.30
H -2.9865 -3.6473 1.8704 0.46

***

Sequential electronic energy output: -2060.39500; -9564.64321 Ha
Sequential max |F| output: 0.55; 6.64 eV/Å